i:
DFT (ωB97M-V with the def2-TZVPD basis set) results for a 2-piece molecular cluster, CH5BrP2 overall.

Atoms and positions in Å:
P (1.790, 0.031, -2.656)
P (0.402, -1.380, -2.581)
Br (-0.245, -2.184, -0.622)
H (0.793, -2.616, -3.338)
C (-0.497, 1.251, 1.797)
H (-1.076, 0.669, 2.509)
H (0.453, 0.814, 1.719)
H (-1.117, 1.243, 0.881)
H (-0.502, 2.173, 2.290)

LUMO (alpha / beta): -1.97 / -1.97 eV
SMILES string: P#[PH]Br.C
frontier orbital gap (alpha / beta): 6.51 / 6.51 eV
HOMO energy (alpha / beta): -0.3114 / -0.3115 Eh

***

ii:
DFT (ωB97M-V with the def2-TZVPD basis set) results for one molecule with the formula CH5BrP2.

Atoms and positions in Å:
C (0.370, 1.338, 0.216)
P (-0.329, -0.221, 0.913)
P (0.849, -1.640, -0.229)
Br (-2.730, 0.010, -0.223)
H (1.244, 1.592, 0.816)
H (-0.361, 2.141, 0.311)
H (0.665, 1.231, -0.825)
H (0.253, -2.744, 0.378)
H (0.038, -1.706, -1.356)

LUMO: -1.17 eV
SMILES string: CP(#[PH2])Br
frontier orbital gap: 8.24 eV
HOMO energy: -0.3457 Eh

***

The least stable of them is i.

***

i:
DFT (ωB97M-V with the def2-TZVPD basis set) results for a 8-piece molecular cluster, C25H74N7O7 overall.

Atoms and positions in Å:
N (10.364, -44.772, 3.843)
H (9.561, -44.454, 4.164)
H (10.343, -44.614, 2.793)
H (10.697, -45.564, 4.083)
H (10.984, -44.132, 3.925)
C (9.780, -42.044, 7.454)
C (8.894, -41.452, 6.369)
C (9.539, -40.297, 5.645)
O (9.885, -39.331, 6.677)
C (10.932, -38.439, 6.221)
N (8.377, -42.490, 5.395)
H (9.655, -43.044, 7.708)
H (9.690, -41.436, 8.337)
H (10.735, -42.042, 7.176)
H (7.893, -41.118, 7.004)
H (8.863, -39.858, 5.032)
H (10.180, -40.692, 4.994)
H (11.528, -37.963, 7.063)
H (10.305, -37.894, 5.511)
H (11.695, -38.948, 5.562)
H (7.642, -41.967, 4.724)
H (7.816, -43.270, 5.966)
C (8.345, -48.016, 4.629)
C (7.324, -46.985, 4.359)
C (6.958, -46.097, 5.498)
O (6.632, -46.936, 6.663)
C (6.089, -46.217, 7.734)
N (7.800, -46.219, 3.298)
H (9.279, -47.637, 4.990)
H (8.645, -48.674, 3.828)
H (8.160, -48.861, 5.320)
H (6.416, -47.680, 4.247)
H (6.168, -45.341, 5.411)
H (7.819, -45.600, 5.686)
H (5.124, -46.010, 7.356)
H (6.955, -45.474, 8.051)
H (5.882, -46.865, 8.671)
H (6.996, -45.887, 2.765)
H (8.388, -46.733, 2.714)
C (13.155, -43.433, 5.802)
C (14.265, -43.912, 4.833)
C (15.512, -44.437, 5.411)
O (16.119, -45.158, 4.378)
C (17.422, -45.675, 4.693)
N (13.616, -45.067, 4.167)
H (12.067, -43.518, 5.595)
H (13.205, -42.347, 6.100)
H (13.321, -43.937, 6.668)
H (14.518, -43.178, 4.017)
H (15.270, -44.825, 6.435)
H (15.980, -43.470, 5.520)
H (18.025, -45.844, 3.968)
H (17.441, -46.397, 5.505)
H (17.848, -44.903, 5.027)
H (13.324, -45.935, 4.707)
H (14.501, -45.329, 3.752)
C (14.434, -42.460, 0.733)
C (14.012, -43.960, 0.451)
C (15.191, -44.931, 0.791)
O (16.254, -44.712, -0.114)
C (17.322, -45.596, -0.135)
N (12.925, -44.305, 1.321)
H (14.269, -42.416, 1.825)
H (13.807, -41.670, 0.380)
H (15.361, -42.153, 0.505)
H (13.690, -44.154, -0.568)
H (14.659, -45.788, 0.664)
H (15.408, -44.543, 1.874)
H (17.079, -46.766, -0.449)
H (17.483, -45.562, 1.006)
H (18.169, -45.094, -0.625)
H (13.159, -44.635, 2.076)
H (12.411, -45.144, 0.892)
C (8.452, -42.634, 0.471)
C (9.911, -42.783, 0.495)
C (10.468, -42.192, -0.797)
O (9.747, -42.585, -2.019)
C (10.501, -42.361, -3.230)
N (10.654, -42.422, 1.600)
H (7.981, -42.965, 1.225)
H (7.947, -43.313, -0.071)
H (8.144, -41.620, 0.479)
H (9.998, -43.882, 0.385)
H (11.570, -42.245, -1.052)
H (10.223, -41.271, -0.888)
H (10.794, -41.377, -3.134)
H (9.547, -42.641, -3.847)
H (11.268, -43.085, -3.293)
H (10.749, -41.389, 1.730)
H (11.648, -42.820, 1.474)
C (11.673, -48.217, 2.592)
C (11.359, -47.933, 1.164)
C (10.314, -48.977, 0.613)
O (9.178, -48.774, 1.333)
C (8.079, -49.622, 1.059)
N (10.722, -46.685, 1.119)
H (12.217, -49.052, 2.649)
H (10.693, -48.338, 3.309)
H (12.133, -47.489, 2.895)
H (12.176, -47.967, 0.412)
H (10.634, -50.088, 0.773)
H (10.015, -48.608, -0.540)
H (7.575, -49.204, 0.274)
H (7.353, -49.719, 1.756)
H (8.435, -50.499, 0.702)
H (9.835, -46.965, 1.589)
H (10.652, -46.081, 0.179)
C (10.806, -46.225, 7.452)
O (11.573, -46.526, 6.319)
H (10.525, -45.151, 7.275)
H (11.261, -46.720, 8.188)
H (9.729, -46.549, 7.285)
H (11.794, -47.383, 6.443)

LUMO: -1.69 eV
frontier orbital gap: 9.49 eV
HOMO energy: -0.4110 Eh
total charge: +1

***

ii:
DFT (ωB97M-V with the def2-TZVPD basis set) results for a 8-piece molecular cluster, C25H74N7O7 overall.

Atoms and positions in Å:
N (0.858, -0.009, -0.446)
H (1.330, -0.066, -1.231)
H (0.096, 0.774, -0.456)
H (1.561, 0.281, 0.219)
H (0.547, -0.901, -0.011)
C (3.370, -3.759, -1.109)
C (2.665, -3.396, -2.434)
C (1.384, -4.218, -2.754)
O (1.793, -5.632, -2.588)
C (0.629, -6.564, -2.414)
N (2.546, -2.045, -2.679)
H (3.927, -3.066, -0.840)
H (3.726, -4.880, -1.095)
H (2.674, -3.900, -0.384)
H (3.527, -3.724, -3.084)
H (1.083, -4.062, -3.730)
H (0.619, -4.008, -2.081)
H (1.087, -7.324, -1.912)
H (0.157, -6.741, -3.351)
H (-0.145, -6.013, -1.675)
H (2.183, -1.906, -3.550)
H (3.392, -1.705, -2.799)
C (3.519, 2.906, -0.123)
C (3.443, 2.583, -1.525)
C (4.391, 1.422, -1.861)
O (5.708, 1.638, -1.405)
C (6.620, 0.616, -1.873)
N (2.141, 2.313, -1.915)
H (3.210, 2.001, 0.394)
H (2.764, 3.867, -0.013)
H (4.725, 3.035, 0.408)
H (3.748, 3.318, -2.211)
H (4.195, 1.008, -2.958)
H (3.971, 0.661, -1.339)
H (6.800, 0.730, -2.825)
H (6.082, -0.309, -1.627)
H (7.577, 0.873, -1.347)
H (1.967, 2.556, -2.940)
H (1.677, 3.158, -1.656)
C (0.703, -2.978, 1.850)
C (-0.500, -2.265, 2.574)
C (-0.505, -2.649, 4.067)
O (-1.480, -1.659, 4.654)
C (-1.665, -1.828, 6.005)
N (-0.413, -0.853, 2.543)
H (0.797, -2.299, 0.884)
H (0.581, -4.033, 1.574)
H (1.585, -2.926, 2.682)
H (-1.336, -2.735, 1.922)
H (0.386, -2.438, 4.628)
H (-0.897, -3.706, 4.200)
H (-2.521, -1.296, 6.375)
H (-0.906, -1.893, 6.683)
H (-2.047, -2.724, 5.937)
H (0.622, -0.666, 2.753)
H (-0.902, -0.611, 3.474)
C (-4.425, -1.519, 0.656)
C (-3.981, -0.019, 0.963)
C (-3.961, 0.261, 2.571)
O (-5.246, 0.183, 3.018)
C (-5.560, 0.432, 4.328)
N (-2.553, 0.103, 0.583)
H (-3.493, -2.258, 0.789)
H (-4.703, -1.751, -0.289)
H (-5.239, -1.978, 1.241)
H (-4.782, 0.728, 0.571)
H (-3.319, 1.225, 2.501)
H (-3.316, -0.445, 3.294)
H (-5.290, 1.421, 4.329)
H (-4.948, -0.071, 5.158)
H (-6.496, -0.082, 4.592)
H (-2.026, -0.408, 1.311)
H (-2.332, 0.910, 0.670)
C (-1.413, 0.533, -4.015)
C (-2.156, 0.355, -2.757)
C (-3.670, 0.255, -3.014)
O (-4.167, 1.247, -3.813)
C (-5.602, 1.431, -3.726)
N (-1.765, -0.862, -2.002)
H (-0.289, 0.849, -3.952)
H (-1.873, 1.649, -4.432)
H (-1.813, -0.137, -4.910)
H (-1.973, 1.164, -2.159)
H (-4.359, -0.223, -2.034)
H (-3.835, -0.373, -3.788)
H (-6.136, 0.605, -3.868)
H (-5.992, 2.136, -4.612)
H (-5.863, 2.055, -2.829)
H (-1.811, -1.630, -2.480)
H (-2.067, -0.685, -1.067)
C (0.311, 3.106, 2.035)
C (-0.844, 3.583, 1.194)
C (-0.465, 5.052, 0.699)
O (0.674, 4.961, -0.173)
C (1.166, 6.064, -0.777)
N (-0.933, 2.916, 0.004)
H (0.336, 3.853, 2.987)
H (1.196, 3.127, 1.534)
H (0.187, 2.131, 2.386)
H (-1.663, 3.635, 1.957)
H (-0.288, 5.943, 1.398)
H (-1.216, 5.472, 0.065)
H (0.565, 6.426, -1.717)
H (2.153, 5.905, -1.119)
H (1.070, 6.967, -0.002)
H (-0.235, 3.220, -0.365)
H (-1.543, 3.330, -0.702)
C (3.952, -0.632, 1.799)
O (2.727, -0.148, 2.240)
H (3.816, -1.513, 1.198)
H (4.794, -0.695, 2.474)
H (4.679, 0.080, 1.221)
H (2.981, 0.166, 3.223)

LUMO: -1.98 eV
frontier orbital gap: 8.69 eV
HOMO energy: -0.3921 Eh
total charge: +1

***

The least stable of them is ii.

***

i:
DFT (ωB97M-V with the def2-TZVPD basis set) results for an isolated ion of composition C4H10O2P and charge -1.

Atoms and positions in Å:
C (-1.924, -0.435, -0.228)
C (-0.705, 0.483, -0.065)
C (-1.101, 1.895, 0.277)
O (0.253, -0.068, 0.758)
P (2.005, 0.134, 0.054)
C (2.402, -1.605, 0.268)
O (1.772, 0.362, -1.403)
H (-1.648, -1.353, -0.651)
H (-2.609, -0.539, 0.777)
H (-2.644, 0.060, -0.878)
H (-0.266, 0.479, -1.011)
H (-1.713, 1.719, 1.189)
H (-1.611, 2.386, -0.589)
H (-0.130, 2.424, 0.531)
H (1.774, -2.453, 0.137)
H (2.870, -1.746, 1.265)
H (3.275, -1.742, -0.430)

LUMO: 4.12 eV
SMILES string: CC(C)OP(C)[O-]
frontier orbital gap: 6.95 eV
HOMO energy: -0.1040 Eh
total charge: -1

***

ii:
DFT (ωB97M-V with the def2-TZVPD basis set) results for an isolated ion of composition C4H10O2P and charge -1.

Atoms and positions in Å:
C (-0.690, 2.481, 1.399)
C (-0.386, 1.787, 0.114)
O (-0.793, 0.473, 0.360)
P (0.238, -0.779, 0.843)
O (-0.663, -1.592, 1.698)
C (0.084, -1.397, -1.002)
C (1.144, -2.454, -1.148)
H (-0.134, 1.995, 2.225)
H (-1.707, 2.443, 1.558)
H (-0.490, 3.600, 1.286)
H (-1.015, 2.046, -0.803)
H (0.599, 2.045, -0.115)
H (-0.833, -1.957, -1.086)
H (0.452, -0.526, -1.588)
H (2.068, -2.145, -0.694)
H (0.836, -3.396, -0.830)
H (1.289, -2.625, -2.217)

LUMO: 4.14 eV
SMILES string: CCOP([O-])CC
frontier orbital gap: 6.60 eV
HOMO energy: -0.0903 Eh
total charge: -1

***

The least stable of them is ii.